[1]
Formula: C4H8O3
Source: OMol25
Level of theory: ωB97M-V/def2-TZVPD

Values from the calculation:
Frontier orbital gap   10.73 eV
Energy above the lowest of the compared OMol25 structures with the same formula, charge and spin   374.1 kJ/mol
E_tot   -382.82232 Eh
Net charge   0

Geometry (Å):
O (2.3126, -0.1890, 0.2674)
C (1.0433, -0.7791, 0.3732)
C (0.0747, -0.0575, -0.5793)
C (0.1858, 1.3907, -0.7305)
O (0.7094, 0.5001, -1.7186)
H (2.4130, 0.0101, -0.6783)
H (0.7571, -0.7000, 1.4332)
H (1.0789, -1.8540, 0.1333)
H (-0.9036, -0.4499, -0.8677)
H (0.9537, 1.9329, -0.1847)
H (-0.7018, 1.9521, -1.0166)
C (-1.9881, -0.4450, 0.8997)
O (-2.6384, -0.0027, -0.0145)
H (-1.8742, 0.0893, 1.8546)
H (-1.4224, -1.3981, 0.8288)



[2]
Formula: H3NO4P
Source: OMol25
Level of theory: ωB97M-V/def2-TZVPD

Values from the calculation:
Frontier orbital gap   9.12 eV
Energy above the lowest of the compared OMol25 structures with the same formula, charge and spin   136.1 kJ/mol
E_tot   -698.91342 Eh
Net charge   -1

Geometry (Å):
N (0.8958, 0.3128, -0.0356)
P (-1.1963, 0.6397, 0.0307)
O (-1.7748, 0.4865, -1.3366)
O (-1.4457, 1.8810, 0.7137)
O (-1.6231, -0.6174, 0.9172)
O (-1.9478, -1.7206, -0.0018)
H (1.0773, 0.3793, 0.8872)
H (1.5474, 0.9669, -0.4931)
H (-2.1771, -1.1344, -0.8339)



[3]
Formula: C31H40BrN4O6PS2
Source: OMol25
Level of theory: ωB97M-V/def2-TZVPD

Values from the calculation:
Frontier orbital gap   9.38 eV
E_tot   -5587.30954 Eh
Net charge   0

Geometry (Å):
C (2.0168, -1.3405, 0.8368)
C (2.2224, -1.6676, -0.6478)
C (1.0202, -2.3878, -1.2392)
Br (0.9091, -4.2167, -0.5732)
P (0.8526, -2.3783, -3.0876)
C (2.5880, -2.1950, -3.7268)
O (3.1920, -3.4386, -4.1297)
O (2.4426, -4.5596, -3.6509)
S (-0.0830, -0.5596, -3.5696)
C (-1.5269, -1.1650, -4.5051)
C (-2.8832, -1.0757, -3.8445)
O (-3.7801, -1.8107, -4.2268)
O (-3.1064, -0.1045, -2.9033)
C (-2.7764, -0.4610, -1.5684)
C (-3.5610, -1.6242, -0.9959)
C (-2.9444, -3.0041, -1.2529)
O (-4.9275, -1.5380, -1.4032)
C (-5.7633, -2.4129, -0.8081)
O (-5.7543, -2.6465, 0.3976)
C (-6.7754, -3.0600, -1.7172)
S (-6.1719, -4.5227, -2.5807)
H (2.6183, -2.0167, 1.4270)
H (2.3476, -0.3365, 1.0630)
H (0.9820, -1.4462, 1.1269)
H (2.3112, -0.7399, -1.2030)
H (3.1136, -2.2551, -0.8120)
H (0.1324, -1.9019, -0.8652)
H (2.5685, -1.5561, -4.5986)
H (3.2606, -1.7756, -2.9888)
H (2.4020, -5.1314, -4.4213)
H (-1.3633, -2.2093, -4.7217)
H (-1.5302, -0.6372, -5.4456)
H (-2.9920, 0.4110, -0.9704)
H (-1.7222, -0.6710, -1.4433)
H (-3.5469, -1.4787, 0.0795)
H (-3.5069, -3.4974, -2.0346)
H (-2.8971, -3.5918, -0.3533)
H (-1.9549, -2.8586, -1.6642)
H (-7.1680, -2.3596, -2.4373)
H (-7.5987, -3.3637, -1.0924)
H (-5.4003, -5.1332, -1.6730)
C (4.7836, -1.8120, 5.5769)
C (4.4022, -0.5806, 6.0835)
C (4.2312, 0.4711, 5.1972)
N (4.4164, 0.3657, 3.8835)
C (4.7845, -0.8238, 3.4142)
C (4.9790, -1.9400, 4.2116)
H (4.9263, -2.6586, 6.2355)
H (4.2398, -0.4363, 7.1423)
H (3.9310, 1.4516, 5.5513)
H (4.9287, -0.8757, 2.3401)
H (5.2755, -2.8828, 3.7734)
C (5.6948, 3.6519, 1.4862)
C (4.9515, 3.2896, 2.5995)
C (4.3657, 4.3050, 3.3418)
N (4.4744, 5.6010, 3.0544)
C (5.1941, 5.9292, 1.9819)
C (5.8197, 4.9947, 1.1683)
H (6.1713, 2.8952, 0.8744)
H (4.8244, 2.2459, 2.8907)
H (3.7709, 4.0725, 4.2198)
H (5.2729, 6.9916, 1.7713)
H (6.3915, 5.3171, 0.3085)
C (-10.9896, -7.2593, -2.5988)
C (-10.0267, -7.3678, -1.6094)
C (-9.4101, -6.2100, -1.1615)
N (-9.6892, -4.9971, -1.6303)
C (-10.6149, -4.9100, -2.5815)
C (-11.2930, -6.0037, -3.0976)
H (-11.4950, -8.1391, -2.9755)
H (-9.7574, -8.3283, -1.1926)
H (-8.6512, -6.2498, -0.3879)
H (-10.8197, -3.9096, -2.9467)
H (-12.0378, -5.8724, -3.8702)
C (5.3934, 11.8975, 2.5577)
C (4.4476, 11.1385, 1.8893)
C (4.7507, 9.8173, 1.5993)
N (5.9026, 9.2356, 1.9236)
C (6.8005, 9.9789, 2.5649)
C (6.5970, 11.3071, 2.9053)
H (5.1954, 12.9325, 2.8045)
H (3.4947, 11.5585, 1.5994)
H (4.0360, 9.1860, 1.0816)
H (7.7292, 9.4786, 2.8160)
H (7.3627, 11.8621, 3.4289)



[4]
Formula: C3H6N2S
Source: OMol25
Level of theory: ωB97M-V/def2-TZVPD

Values from the calculation:
Frontier orbital gap (spin up / spin down)   7.50 / 8.04 eV
Energy above the lowest of the compared OMol25 structures with the same formula, charge and spin   418.7 kJ/mol
E_tot   -625.46252 Eh
Net charge   0

Geometry (Å):
C (-0.2996, -0.5889, -0.9832)
C (-0.3827, 0.8901, -0.5896)
C (1.0837, 0.3734, 1.6039)
N (0.4597, -0.8577, 1.2240)
N (-0.3105, -1.5050, 0.1367)
S (0.9982, 1.6502, 0.4021)
H (-1.1522, -0.8479, -1.7108)
H (0.6735, -0.6720, -1.7020)
H (-0.4263, 1.5905, -1.3711)
H (-1.1303, 1.0829, 0.0779)
H (1.2633, 0.5456, 2.5869)
H (0.5729, -1.6730, 1.8047)



[5]
Formula: C19H38AsCl3O2PdSSi3
Source: OMol25
Level of theory: ωB97M-V/def2-TZVPD

Values from the calculation:
Frontier orbital gap (spin up / spin down)   6.27 / 6.11 eV
E_tot   -5907.63363 Eh
Net charge   +2

Geometry (Å):
Pd (0.5380, 0.2528, -0.3755)
Cl (0.5168, 3.5118, -6.8293)
C (0.4897, 2.2467, -5.6785)
C (0.8693, 2.4959, -4.3727)
C (0.8361, 1.4928, -3.4165)
Cl (1.4940, 1.9485, -1.8798)
C (0.3788, 0.2359, -3.7733)
O (0.2107, -0.9432, -2.8510)
C (0.0918, -0.0370, -5.1153)
Cl (-0.2205, -1.6414, -5.6572)
C (0.1498, 0.9707, -6.0667)
H (1.2404, 3.4728, -4.0999)
H (-0.0568, 0.7456, -7.1018)
C (1.4639, -3.2035, -0.2055)
O (0.5224, -2.1368, -0.1369)
Si (-0.7806, -1.9865, 0.8999)
C (-0.1591, -2.0431, 2.6399)
C (-2.0108, -3.3440, 0.6221)
C (-1.3485, -0.3049, 0.2742)
Si (-2.2306, -0.2710, -1.3628)
C (-2.3318, 1.3892, -2.2282)
C (-1.2773, -1.3875, -2.6307)
C (-3.9542, -0.9237, -1.1421)
Si (-1.7876, 1.0532, 1.5450)
C (-2.7611, 2.4524, 0.7899)
C (-0.2014, 1.7999, 2.2092)
C (-2.7950, 0.3108, 2.9232)
H (0.9795, -4.1042, -0.5825)
H (1.8956, -3.4056, 0.7736)
H (2.2688, -2.9086, -0.8761)
H (0.4410, -2.9463, 2.7655)
H (-0.9673, -2.0954, 3.3646)
H (0.4713, -1.1865, 2.8721)
H (-1.6147, -4.2906, 0.9923)
H (-2.2688, -3.4838, -0.4275)
H (-2.9348, -3.1501, 1.1665)
H (-1.5185, 2.0753, -1.9989)
H (-3.2574, 1.8897, -1.9551)
H (-2.3515, 1.2393, -3.3094)
H (0.7582, -1.6134, -3.3226)
H (-1.7371, -1.3116, -3.6062)
H (-1.2287, -2.4353, -2.3517)
H (-4.4102, -0.4151, -0.2928)
H (-4.0031, -1.9951, -0.9595)
H (-4.5592, -0.7052, -2.0227)
H (-2.1899, 3.0286, 0.0654)
H (-3.0500, 3.1316, 1.5926)
H (-3.6828, 2.1221, 0.3140)
H (0.3712, 2.3535, 1.4576)
H (0.4584, 1.0594, 2.6598)
H (-0.5011, 2.5189, 2.9750)
H (-3.6724, -0.2130, 2.5418)
H (-3.1551, 1.1155, 3.5652)
H (-2.2323, -0.3820, 3.5428)
C (5.4126, -0.1576, 2.8137)
As (3.6436, 0.5658, 2.6805)
C (2.7279, -0.0250, 4.2594)
C (3.7913, 2.4711, 2.8104)
S (2.8390, -0.0833, 0.8303)
H (5.9121, 0.2266, 3.7024)
H (5.9668, 0.1221, 1.9194)
H (5.3335, -1.2428, 2.8713)
H (3.3637, 0.2224, 5.1097)
H (2.5841, -1.1030, 4.2140)
H (1.7713, 0.4825, 4.3657)
H (4.1782, 2.7368, 3.7940)
H (2.8066, 2.9150, 2.6689)
H (4.4740, 2.8206, 2.0369)